Here is a structure of composition C38H37N2O7SY at a distorted geometry from the OMol25 dataset. Energies are from wB97M-V/def2-TZVPD.

```
86
Properties=species:S:1:pos:R:3:forces:R:3
Y 0.3514 -0.9562 0.4371 -0.55 1.12 1.56
C 0.2929 1.2879 3.1825 0.23 0.18 0.19
O -0.6063 0.9915 2.1211 -0.05 -0.22 -0.22
C -1.9054 0.7254 2.6254 -0.55 -0.22 -0.21
C -2.8491 0.4459 1.4550 0.23 0.36 0.17
O -2.5168 -0.7294 0.7378 0.22 0.08 0.11
C -3.2027 -1.8894 1.1798 -0.07 -0.13 -0.04
H -0.0183 2.2055 3.6988 -0.04 -0.07 -0.09
H 1.2816 1.4141 2.7451 -0.12 -0.01 0.14
H 0.3191 0.4658 3.9052 0.04 0.00 -0.11
H -2.2746 1.5993 3.1870 0.08 -0.10 -0.14
H -1.8748 -0.1421 3.2984 0.07 0.16 -0.06
H -2.7686 1.2702 0.7375 -0.08 -0.03 0.11
H -3.8830 0.3913 1.8231 0.13 0.03 -0.05
H -4.2861 -1.7748 1.0339 0.16 0.03 -0.01
H -2.9948 -2.1227 2.2271 0.03 0.09 -0.02
H -2.8379 -2.7092 0.5639 -0.04 -0.05 -0.01
O 4.3165 -0.1390 1.6812 -0.16 -0.14 -0.10
C 3.3242 -0.2846 0.9884 1.16 0.23 -0.20
O 2.1127 -0.1569 1.3555 -0.03 0.12 0.18
C 3.5302 -0.5439 -0.5137 -0.06 0.16 0.06
C 4.8552 -0.6210 -0.9870 0.11 -0.04 -0.15
C 5.0763 -0.6992 -2.3303 -0.14 0.07 0.28
C 3.9723 -0.6677 -3.2072 -0.28 -0.01 0.27
C 4.1285 -0.6579 -4.6081 -0.18 -0.01 -0.10
C 3.0348 -0.5823 -5.4246 0.33 -0.07 0.03
C 1.7469 -0.5388 -4.8695 -0.19 -0.02 0.21
C 1.5642 -0.5664 -3.5144 -0.03 -0.03 -0.04
C 2.6686 -0.6182 -2.6386 0.33 -0.03 -0.60
N 2.4692 -0.5737 -1.2944 -0.04 -0.07 0.75
H 5.6452 -0.5874 -0.2530 0.04 -0.02 0.00
H 6.0747 -0.7468 -2.7427 0.10 -0.02 0.02
H 5.1305 -0.7072 -5.0105 0.06 0.02 -0.08
H 3.1549 -0.5694 -6.4965 0.03 0.01 -0.12
H 0.8907 -0.4900 -5.5261 -0.10 0.00 -0.02
H 0.5792 -0.5558 -3.0814 -0.01 0.01 -0.06
C 1.1232 6.3401 -0.6682 -0.07 -0.08 0.11
C 0.1396 5.5030 0.1596 0.07 0.17 0.09
C 0.8686 4.9708 1.3931 -0.12 0.07 -0.24
C -1.0095 6.4061 0.6332 0.13 -0.10 -0.03
C -0.4308 4.3933 -0.7104 0.05 -0.05 0.06
C -1.1758 4.7616 -1.8401 -0.10 -0.04 -0.12
C -1.7698 3.8361 -2.6683 0.05 0.06 0.05
C -1.6228 2.4974 -2.3525 0.19 -0.38 0.24
S -2.2736 1.1089 -3.1645 0.30 0.00 0.37
C -1.4500 0.0829 -2.0026 -0.35 0.65 -0.30
N -0.7572 0.7295 -1.1063 0.13 -0.90 0.20
C -0.8429 2.0877 -1.2540 -0.37 0.89 -0.59
C -0.2463 3.0497 -0.4363 -0.01 -0.13 -0.05
C -1.4960 -1.3589 -2.1163 0.19 -0.97 0.23
C -2.2843 -1.9562 -3.1051 0.14 0.41 0.19
C -2.2420 -3.3204 -3.2844 -0.02 -0.13 -0.05
C -1.4001 -4.0828 -2.4877 0.03 -0.09 0.00
C -0.6412 -3.4857 -1.4907 0.08 0.17 0.10
C -0.6585 -2.1051 -1.2419 -0.86 -0.81 -1.89
H 1.5200 7.1460 -0.0546 0.09 0.12 0.04
H 0.6381 6.7807 -1.5354 -0.03 0.06 -0.09
H 1.9506 5.7265 -1.0174 0.11 -0.05 -0.04
H 1.2359 5.8085 1.9826 0.04 0.05 0.06
H 1.7194 4.3558 1.1138 0.14 -0.12 0.01
H 0.1975 4.3854 2.0154 -0.06 -0.14 0.14
H -0.6265 7.1927 1.2810 0.05 0.07 0.07
H -1.7427 5.8263 1.1899 -0.11 -0.03 0.07
H -1.5118 6.8799 -0.2056 -0.10 0.06 -0.06
H -1.2951 5.8061 -2.0773 -0.01 0.15 -0.03
H -2.3209 4.1393 -3.5443 -0.12 0.09 -0.05
H 0.3450 2.7028 0.3963 0.03 0.06 0.13
H -2.9103 -1.3366 -3.7348 -0.12 -0.07 -0.11
H -2.8449 -3.7865 -4.0482 -0.06 -0.06 -0.10
H -1.3263 -5.1489 -2.6576 -0.03 -0.08 0.02
H 0.0121 -4.1108 -0.8896 -0.05 -0.05 0.04
O 1.0559 -5.6219 2.1574 0.30 -0.26 -0.19
C 0.0703 -5.3497 3.0327 -0.26 0.05 0.29
C -0.4743 -6.3573 3.8277 0.00 -0.02 -0.03
C -1.4809 -6.0802 4.7293 0.06 0.01 0.00
C -1.9483 -4.7847 4.8829 -0.11 0.04 0.06
C -1.4175 -3.7837 4.0955 0.12 -0.01 -0.03
C -0.4206 -4.0426 3.1556 0.18 -0.15 -0.21
C 0.0382 -2.9300 2.2693 -0.10 -0.36 0.33
O 0.8450 -3.1172 1.3309 0.22 0.08 -0.43
O -0.4732 -1.7908 2.4648 -0.13 0.42 0.04
H 1.3180 -6.5483 2.2489 -0.11 0.18 0.00
H -0.1047 -7.3696 3.7282 0.05 -0.08 -0.04
H -1.9008 -6.8812 5.3163 -0.03 -0.12 0.11
H -2.7210 -4.5678 5.6062 -0.03 0.04 0.01
H -1.7599 -2.7642 4.1964 -0.01 0.04 -0.03
```
Forces are in eV/Å.

Computed properties:
charge = 0
highest occupied orbital energy = -8.19 eV
orbital gap = 8.187 eV
energy above the lowest of the compared OMol25 structures with the same formula, charge and spin = 38.5 kJ/mol
E = -69203.487 eV